{
  "formula": "C3H7NO2S",
  "method": "the ωB97M-V functional and the def2-TZVPD basis",
  "lumo_energy_ha": 0.025,
  "energy_ha": -721.95723,
  "smiles": "O=C(O)NCCS",
  "e_above_lowest_kcal_mol": 3.4,
  "elements": ["C", "C", "S", "N", "C", "O", "O", "H", "H", "H", "H", "H", "H", "H"],
  "coordinates": [[0.10, 0.25, -0.62], [1.15, 1.16, 0.06], [2.41, 1.79, -1.09], [-0.20, -0.94, 0.17], [-1.43, -1.12, 0.70], [-1.45, -2.23, 1.51], [-2.38, -0.40, 0.54], [0.50, -0.07, -1.59], [-0.83, 0.77, -0.80], [0.67, 1.99, 0.57], [1.70, 0.55, 0.78], [1.57, 2.53, -1.82], [0.50, -1.66, 0.15], [-2.32, -2.63, 1.44]]
}